# 1
48
Properties=species:S:1:pos:R:3:forces:R:3 method="wB97M-V/def2-TZVPD" max_force_ev_per_a=5.60 molar_mass_da=537.6 multiplicity=4 total_charge=+4 homo_ev="-21.1686 / -21.4206" orbital_gap_ev="7.529 / 3.334"
N 0.18069 3.38988 -0.06535 0.43 0.54 0.36
C 0.65665 4.44851 -0.01522 -0.98 -1.00 -0.23
C 1.10420 5.81998 -0.03476 0.26 0.29 0.11
H 0.22749 6.46740 -0.10116 0.04 0.00 -0.06
H 1.75214 5.99418 -0.89566 -0.05 0.00 0.01
H 1.65473 6.06119 0.87493 0.02 -0.03 -0.01
N 3.16394 -2.06760 -0.34273 -0.24 0.16 -2.04
C 4.06236 -2.65164 -0.79786 -0.40 0.24 1.57
C 5.25881 -3.43585 -1.06417 0.07 -0.15 -0.43
H 5.87555 -2.95145 -1.83795 -0.16 -0.10 0.32
H 4.97857 -4.44048 -1.42120 0.05 0.32 0.17
H 5.82684 -3.52336 -0.12213 -0.19 0.08 -0.31
N -3.05016 -1.51962 -0.06360 -0.27 -0.62 0.34
C -3.81272 -2.39451 -0.01279 0.46 1.35 -0.20
C -4.87734 -3.36749 -0.02400 -0.14 -0.43 0.07
H -4.67441 -4.17921 0.67473 0.03 0.01 -0.01
H -4.98646 -3.78312 -1.02815 -0.02 0.04 0.04
H -5.80794 -2.87453 0.26537 0.02 -0.01 -0.06
Re 1.25517 -0.82550 -0.89882 1.77 -1.00 4.12
C 0.35982 -2.15295 0.27816 -1.87 -3.79 3.33
O -0.19962 -2.94447 0.92331 1.96 2.96 -2.46
C 2.12032 0.52890 0.27917 2.81 3.41 3.45
O 2.62511 1.36175 0.92279 -2.07 -3.22 -2.63
C 1.45063 0.71639 -2.49994 0.72 0.82 -0.84
C 0.18920 0.71274 -1.89393 -0.98 0.98 -0.82
C -0.57653 -0.47029 -1.89760 -1.27 0.46 -0.84
C -0.06400 -1.62088 -2.50911 -0.33 -1.02 -0.89
C 1.29161 -1.67921 -2.85971 -0.46 -1.18 -1.19
C 2.05696 -0.49129 -2.85611 1.15 0.76 -1.28
H 1.99478 1.64534 -2.54481 0.28 0.10 -0.02
H -0.21579 1.62901 -1.47760 0.32 0.00 -0.04
H -1.57444 -0.47860 -1.47636 0.05 -0.28 -0.05
H -0.68869 -2.49732 -2.56626 0.02 -0.28 0.00
H 1.74919 -2.62332 -3.12357 -0.11 -0.01 -0.21
H 3.10851 -0.51855 -3.12699 -0.18 0.11 -0.14
N -2.85466 1.87728 4.10859 0.99 -0.63 -1.62
C -2.13064 1.40242 3.06939 -0.87 0.56 1.71
C -0.96552 0.63992 3.34597 -0.76 0.49 1.72
C -0.22564 0.14966 2.28215 0.63 -0.43 -2.02
N -0.56234 0.36793 1.00295 0.18 -0.13 1.31
C -1.65900 1.08301 0.74487 1.01 -0.66 -1.34
C -2.48538 1.62860 1.72545 -1.48 0.97 0.84
H -2.55431 1.68541 5.04901 0.07 -0.04 0.80
H -3.69425 2.42713 3.99954 -0.52 0.34 -0.11
H -0.67713 0.45329 4.38829 0.05 -0.03 -0.39
H 0.67187 -0.44181 2.47456 -0.15 0.10 -0.06
H -1.90668 1.23805 -0.29379 -0.13 0.08 -0.06
H -3.37151 2.20508 1.44211 0.21 -0.14 0.08

# 2
48
Properties=species:S:1:pos:R:3:forces:R:3 method="wB97M-V/def2-TZVPD" max_force_ev_per_a=1.03 molar_mass_da=367.4 smiles="COc1ccc(NC(=O)CCn2nnc(-c3ccc(C)cc3)n2)cc1OC" total_charge=0 homo_ev=-7.5132 orbital_gap_ev=8.124
C 1.76608 4.51111 4.81457 -0.14 0.12 0.02
O 2.74175 3.53327 4.56269 0.19 -0.30 -0.12
C 2.41952 2.50005 3.73151 0.16 0.01 0.07
C 1.19811 2.33074 3.10298 0.18 0.15 0.18
C 0.97054 1.24290 2.27357 0.15 -0.25 -0.10
C 1.97050 0.30675 2.06379 0.05 0.38 0.25
C 3.20618 0.46211 2.69026 0.26 -0.02 0.10
C 3.43917 1.54510 3.51820 -0.17 0.24 0.09
O 4.60968 1.77926 4.16944 -0.40 0.17 -0.05
C 5.65983 0.85857 3.99913 0.18 -0.17 -0.04
H 6.48267 1.23900 4.60243 -0.03 -0.06 -0.06
H 5.97501 0.79522 2.95278 -0.02 -0.01 0.04
H 5.38165 -0.13976 4.35142 0.01 0.03 -0.03
H 3.96731 -0.27685 2.51333 0.07 -0.01 0.02
N 1.68611 -0.77133 1.21588 -0.35 0.11 -0.01
C 2.49405 -1.77500 0.81637 -0.38 -0.37 -0.28
O 3.64944 -1.94209 1.14891 0.32 -0.03 0.08
C 1.80387 -2.74597 -0.15329 0.23 0.06 0.07
H 2.50748 -3.55950 -0.33106 -0.04 0.11 0.05
H 0.91073 -3.15894 0.31902 0.00 -0.06 -0.05
C 1.43729 -2.09849 -1.49366 0.81 -0.27 0.09
N 0.08096 -1.62661 -1.52447 -0.93 0.26 -0.19
N -0.52036 -1.00895 -0.53549 0.57 -0.12 0.34
N -1.71143 -0.72254 -0.92174 -0.64 0.21 -0.08
C -1.82824 -1.18226 -2.18562 0.95 -0.20 0.32
N -0.69181 -1.76055 -2.57527 -0.35 -0.01 -0.41
C -3.02182 -1.05933 -2.99053 -0.50 0.02 -0.39
C -4.15275 -0.43635 -2.46660 0.20 -0.10 -0.03
C -5.28992 -0.31495 -3.23795 0.00 -0.03 -0.10
C -5.32791 -0.80683 -4.53934 0.06 0.02 0.02
C -4.19418 -1.42802 -5.05228 -0.08 0.03 0.01
C -3.04979 -1.55612 -4.29127 0.04 0.06 0.23
H -2.16924 -2.03604 -4.69002 0.06 -0.05 -0.07
H -4.21011 -1.81395 -6.06154 -0.01 -0.02 -0.10
C -6.57489 -0.68642 -5.35920 -0.04 -0.06 0.03
H -7.26573 -1.49056 -5.10327 -0.09 -0.02 -0.04
H -7.07663 0.25875 -5.16359 -0.07 0.05 -0.04
H -6.35222 -0.75692 -6.42102 -0.04 0.01 -0.07
H -6.16471 0.16987 -2.82882 -0.08 0.06 0.04
H -4.11998 -0.05412 -1.45807 -0.03 0.05 0.08
H 2.11015 -1.25920 -1.70336 -0.10 -0.11 -0.05
H 1.51895 -2.81646 -2.31276 -0.07 0.16 0.14
H 0.74176 -0.75713 0.82855 0.30 -0.11 0.11
H 0.01162 1.12712 1.79103 -0.12 -0.01 -0.06
H 0.40338 3.04420 3.24941 -0.04 0.10 0.05
H 0.87945 4.08394 5.29589 0.02 0.01 -0.03
H 2.23326 5.22437 5.49191 -0.08 -0.02 -0.04
H 1.46519 5.02888 3.89712 0.00 -0.03 0.03

# 3
51
Properties=species:S:1:pos:R:3:forces:R:3 method="wB97M-V/def2-TZVPD" max_force_ev_per_a=19.50 molar_mass_da=431.5 total_charge=0 homo_ev=-7.1735 orbital_gap_ev=7.297
C 2.40631 2.77970 -3.85206 -3.08 3.49 -0.80
C 3.34119 2.22635 -2.76078 3.66 7.30 -7.05
H 3.39335 2.87600 -1.96857 0.61 2.78 1.49
H 4.32919 2.18220 -3.31845 -0.76 -0.24 1.32
C 2.95354 1.11094 -2.20981 6.41 -14.54 -2.82
N 1.80054 1.03463 -1.66719 -8.64 -0.56 4.12
C 1.67727 1.48648 -0.46669 -15.29 -3.34 -4.86
N 0.08233 1.54260 -0.08714 3.30 -0.02 -0.99
C -0.52361 1.00641 -1.18876 14.69 1.65 0.48
C 0.46901 0.64189 -2.09801 0.54 -1.43 -4.53
C -0.05391 -0.03554 -3.55746 6.05 5.21 10.78
O 0.65037 -0.18788 -4.45222 1.98 -1.71 -5.02
N -1.29866 0.01830 -3.29869 -6.69 -5.31 -11.36
C -2.30197 0.05021 -2.48003 -0.50 4.10 5.83
O -3.52214 0.00335 -2.55574 1.70 -1.10 -0.63
N -1.65247 0.65522 -1.34239 -15.17 -1.94 3.15
C -2.55598 0.99420 -0.07797 -10.85 -9.62 -13.04
H -2.87273 0.02653 0.29429 0.44 -0.01 0.58
H -3.73025 1.37214 -0.53842 3.94 -0.53 1.37
H -2.12415 1.52643 0.44909 7.21 9.28 9.16
C -1.89011 -0.63119 -4.68978 6.81 -3.17 -0.11
H -1.32030 -1.79653 -5.00625 -1.32 3.39 1.74
H -1.59934 -0.17454 -5.58979 0.38 1.62 -0.54
H -2.81630 -0.90969 -4.70843 -5.65 -0.77 0.81
S 2.40007 2.11736 0.62323 12.96 4.63 7.03
C 1.54759 2.69226 1.99885 3.21 5.52 -0.56
H 2.35410 3.04332 2.90439 -2.27 -1.25 -2.79
H 1.03439 3.59234 1.51472 0.43 -0.77 1.57
C 0.55914 1.81673 2.29834 -10.11 -1.92 5.06
O -0.58002 2.25823 2.64962 1.85 0.38 -0.92
N 0.69477 0.50786 2.49368 9.54 4.10 -1.58
C -0.07481 -0.45876 2.78289 0.06 -7.41 0.26
C -1.38107 -0.50584 3.06824 -0.06 12.30 -1.23
C -2.07835 -1.48606 3.34379 -3.18 -8.77 1.12
C -1.49539 -2.76068 3.21248 -3.39 -3.81 0.73
C -0.31023 -3.08361 2.82242 5.81 10.16 -0.58
C 0.46690 -1.73548 2.73598 4.33 -6.12 -1.92
H 1.82120 -2.13314 2.38076 -4.09 2.03 1.14
O 0.14142 -4.27920 2.84070 2.25 -1.07 -1.48
C -1.01679 -5.03905 2.99666 2.97 2.72 10.43
O -1.94531 -4.16910 3.45094 -4.25 1.92 0.73
H -0.72162 -5.69190 3.89150 -0.73 0.12 -1.10
H -1.19636 -5.58985 2.28045 -2.29 -4.92 -7.84
H -3.07526 -1.40503 3.55025 -2.44 0.10 0.63
H -1.86427 0.59700 3.02645 0.89 -2.76 0.35
H 1.75593 0.26875 2.45457 -2.55 -0.19 -0.15
H 2.89500 0.21832 -3.07221 0.42 1.97 1.67
H 3.79915 0.52363 -1.49190 -1.88 1.92 -1.47
H 2.01770 2.15177 -4.67111 0.88 -0.61 0.55
H 2.76027 3.77904 -4.47749 -0.48 -2.45 2.10
H 1.34807 3.08598 -3.36964 2.33 -0.34 -0.83